[1]
125
Properties=species:S:1:pos:R:3 method="wB97M-V/def2-TZVPD" e_tot_ha=-3876.89442 multiplicity=1 total_charge=+1 homo_energy_ev=-11.223 lumo_ev=-3.104 gap_ev=8.119
H 3.59 -1.78 3.65
C 0.63 -1.43 2.13
H -7.05 -7.25 6.15
O 0.28 3.24 -6.99
C 3.97 5.84 -0.68
H 0.76 -4.77 -6.04
C -1.74 -5.38 1.22
C 1.60 -1.85 3.22
C 0.95 0.04 1.80
P -1.12 -1.79 2.71
H -5.33 -4.21 -0.27
C -9.93 -2.27 2.44
H 3.10 1.09 -5.61
H -7.94 -1.39 4.26
H -1.80 -0.23 4.07
O 2.32 3.67 -6.16
C 2.25 2.75 1.33
H -0.53 -2.78 -6.57
C 2.54 1.74 -4.94
C 3.20 7.52 -1.96
C 0.87 -3.90 -5.39
O -6.53 -6.94 4.18
H -11.00 -2.11 2.57
O -7.54 -5.44 2.84
H -0.16 -2.04 -5.02
C -8.41 -8.12 4.72
H 3.51 1.22 -3.09
O -0.58 -5.17 1.05
C -9.13 -0.99 2.52
H 4.32 -0.18 2.02
O -2.72 -4.79 0.50
O 1.20 1.88 -5.45
C -8.45 -2.23 0.75
C -0.33 -3.00 -5.52
O 4.24 -3.49 -5.19
N 3.01 -1.59 2.83
O 8.39 10.28 -3.19
H -9.48 -0.57 4.60
H -4.10 -6.28 0.13
H -5.93 -9.49 4.41
H 3.74 1.53 0.36
H 9.16 7.68 -2.76
C 2.37 0.16 1.26
H 5.50 7.38 -3.61
C 4.60 6.92 -3.99
C -6.12 -9.02 5.37
H -3.86 -5.23 3.00
O 4.25 5.20 0.29
H -5.16 -8.74 5.79
H -4.19 -6.89 2.46
H 1.18 2.80 1.46
H 2.24 7.91 -2.28
H 4.06 7.64 -4.60
O 2.56 -0.85 0.28
O 2.08 -3.21 -5.76
H -6.04 -4.97 1.16
H 1.81 1.70 -2.91
C 8.63 8.32 -2.04
H -4.93 -3.59 1.32
O -9.66 -2.72 1.10
O 2.61 -4.51 -4.02
O -1.30 -1.06 4.16
H 9.68 7.73 -0.26
C -3.67 -5.97 2.22
C 8.67 7.70 -0.67
H 0.24 0.43 1.08
H 3.26 0.50 3.24
H 8.34 6.66 -0.71
H -9.12 -8.31 5.52
C 3.74 6.43 -2.85
H 4.04 2.69 2.51
H -8.12 0.31 3.89
O 0.89 0.75 3.06
H 3.51 -0.96 0.16
C -0.18 1.47 3.18
H -1.22 -3.47 -5.09
H -2.19 -1.62 0.91
H 4.90 6.08 -4.62
H 2.21 0.12 -3.57
O -8.03 -1.30 1.64
H 10.20 9.81 -2.30
H 2.58 2.53 3.50
F 2.02 1.48 -0.60
H 4.11 3.23 -5.18
C 2.52 1.17 -3.54
H -6.58 -9.75 6.04
H 7.99 8.22 0.01
H 1.36 -1.42 4.18
H 2.76 3.76 -4.14
C -3.97 -5.45 0.83
H 0.96 -3.54 -3.24
C 1.19 -4.32 -3.97
H 0.69 -5.24 -3.67
C -8.64 -0.64 3.90
O -2.11 -1.03 1.66
H 2.92 5.81 -3.23
O 4.50 5.64 -1.91
H -8.43 -8.95 4.01
C 3.09 -3.72 -5.01
C -7.01 -7.82 5.22
C -7.60 -6.34 3.60
C 7.23 9.58 -3.29
O -2.24 -6.20 2.15
O 7.27 8.47 -2.50
H 0.78 -2.07 1.27
H 3.33 -2.25 2.12
H -9.68 -0.15 2.08
C -5.14 -4.51 0.76
C 3.31 -0.18 2.41
H 8.90 10.31 -1.20
C 1.17 2.96 -6.28
H 1.49 -2.92 3.33
C 9.13 9.74 -2.10
H 3.90 8.35 -1.84
O 6.32 9.89 -3.97
H -9.59 -3.03 3.14
O 3.08 6.84 -0.69
C 2.68 1.51 0.61
C 3.01 3.02 2.64
O -7.84 -2.57 -0.21
N -0.94 2.36 3.29
H 2.49 3.58 0.68
C 3.03 3.17 -5.02
O -8.75 -6.92 4.02
H 3.07 4.09 2.77



[2]
116
Properties=species:S:1:pos:R:3 method="wB97M-V/def2-TZVPD" relative_energy_kj_mol=27.25 e_tot_ha=-4077.10805 multiplicity=1 total_charge=+1 homo_energy_ev=-9.922 lumo_ev=-2.865 gap_ev=7.057
F -1.04 3.60 4.27
H -1.12 -2.50 2.36
H -0.36 4.99 -2.11
H -2.90 -1.70 0.87
C -3.47 -1.17 -4.34
C 0.42 -4.98 -1.81
H -3.78 -0.26 -4.86
C -2.27 -4.21 1.67
C 1.69 -3.02 -2.83
C -3.13 1.21 -0.97
C -1.96 -2.05 0.44
H 0.99 -4.26 -4.46
H 2.64 -3.69 -4.64
H -1.32 -1.18 0.31
C -1.33 -3.03 1.43
N 1.19 3.83 5.93
H -1.87 -4.89 2.42
C 0.57 -3.45 -1.84
H -2.94 -4.62 -1.71
O 4.01 -0.77 -0.75
H 0.04 7.40 6.42
H 0.78 6.52 7.58
H 2.64 4.88 7.04
C -1.42 -2.64 -3.86
O 2.13 -0.02 -1.62
H -2.03 5.55 -1.87
H 2.19 -6.21 -3.98
O -2.69 1.29 -2.35
H -3.22 -3.83 2.06
H 4.54 -0.04 1.32
H 4.87 3.15 3.76
C 2.31 2.26 4.48
C 1.62 6.23 5.71
C 2.42 -5.38 -3.30
H -1.43 -0.50 -4.11
C 2.20 4.86 6.03
H 2.34 7.04 5.87
H -0.44 -2.81 -4.30
O 2.49 3.31 0.40
O 0.08 3.62 0.23
C 1.92 -4.07 -3.91
C -0.47 1.82 -5.15
H -0.98 5.46 5.47
H 0.87 -3.12 -0.84
H 1.48 -2.04 -3.25
H 0.32 1.26 -4.65
H -0.22 -5.34 -2.62
H -4.02 -2.52 -5.92
C 1.25 0.74 1.18
C 1.23 1.42 2.49
C -4.23 -2.38 -4.86
H 2.43 -5.22 -1.14
C -0.61 5.41 6.49
H -2.08 -4.10 -5.27
C 2.93 -0.21 -0.62
H -1.01 1.16 -5.83
H -2.28 0.99 -0.31
H -5.31 -2.24 -4.76
C 2.37 1.51 3.29
C -3.79 -3.63 -4.09
H -1.99 -4.75 -3.65
C -2.28 -2.68 -0.93
H -4.33 -4.51 -4.44
H 4.55 0.79 4.70
P -0.91 -2.41 -2.11
H 6.42 2.33 4.02
Au 0.36 1.02 -1.91
H -0.05 -5.29 -0.88
H -0.03 2.65 -5.69
N 3.53 0.89 2.88
H 5.41 0.17 3.31
O -0.40 -1.00 -1.92
H -3.85 0.41 -0.93
H -4.04 -3.84 -0.61
C 5.49 2.31 3.45
H 0.37 4.04 7.83
C -1.97 -1.36 -4.50
H -3.59 2.15 -0.68
H 5.73 2.46 2.39
O -1.87 3.55 -2.09
H -3.01 -2.01 -1.41
S 1.42 3.00 -2.29
C -2.98 -4.06 -0.78
S 1.39 3.93 -0.31
C 4.77 0.98 3.65
C 1.18 2.97 4.81
C -2.50 -4.96 0.36
H -0.37 -3.39 1.05
H 2.61 -2.88 -2.26
C 1.79 -5.64 -1.93
O 0.20 0.66 0.53
H 3.17 2.32 5.13
H -3.72 -1.01 -3.29
H -3.24 -5.74 0.50
H -1.51 5.02 -3.49
C -1.39 4.87 -2.42
O 1.59 5.30 -0.71
C -2.29 -3.86 -4.22
C 0.07 2.10 2.85
H 3.01 4.66 5.33
H -0.77 2.09 2.17
C 0.06 2.86 3.98
C 2.55 0.28 0.76
H -1.75 -1.42 -5.57
C 3.58 0.35 1.64
H 1.72 -6.71 -1.73
H -0.69 3.28 6.64
H -1.41 5.65 7.19
H 1.25 6.27 4.69
H -4.07 -3.50 -3.04
N 0.45 6.48 6.62
H -1.58 -5.47 0.09
H 3.51 -5.36 -3.21
C 0.05 4.06 6.77
O -1.42 2.36 -4.21
P -1.42 2.17 -2.65



[3]
107
Properties=species:S:1:pos:R:3 method="wB97M-V/def2-TZVPD" e_tot_ha=-4584.66668 multiplicity=1 total_charge=0 homo_energy_ev=-7.498 lumo_ev=-1.253 smiles="C=CCc1nc2cc(Br)c(CCCCCCCCCCOC)c(CN)c2nc1[C@H](C)F.C1CCOC1.C1CCOC1.C1CCOC1" gap_ev=6.244
H 1.55 0.41 -5.88
C -1.05 -3.63 4.53
H -5.01 -2.04 4.52
C -4.81 0.70 4.36
H 1.99 -4.47 -2.47
H -5.27 5.05 1.84
C -5.46 5.39 0.82
C 7.83 -1.27 -0.97
H -6.70 -0.31 4.79
H 8.66 -1.18 -0.13
C 3.98 -3.58 -3.37
H 2.20 2.82 4.92
C 1.47 2.60 4.00
C 1.25 0.64 -3.53
C 2.96 1.79 -1.62
H -5.76 7.56 0.93
H -3.47 3.10 0.14
O 8.10 -0.67 -3.46
H 1.54 0.38 3.14
H -7.13 6.57 1.47
H -6.48 0.21 3.10
H -2.32 0.59 -2.12
N 2.01 2.84 0.68
H 4.16 -2.49 -3.80
H -1.50 -0.50 -3.45
H -0.92 -3.28 5.56
C -2.79 -4.80 3.53
H 4.61 -1.45 -1.01
H -3.16 -1.66 3.07
N -1.08 2.06 -0.31
H 7.20 -3.45 -0.70
H -1.19 1.60 -4.86
H 6.83 -2.23 -4.41
H 1.93 4.53 2.88
C -0.61 -5.06 4.34
H 2.10 -1.85 -2.58
C 7.58 -1.35 -4.66
H -3.41 -5.38 4.23
H -7.02 3.89 0.62
H -0.06 -0.31 -5.22
C -1.56 0.59 -3.03
O -6.98 5.16 -0.99
H 4.58 -4.30 -4.11
H 1.19 -2.35 -5.73
C -5.97 -0.20 3.98
C -1.50 -5.52 3.22
C 1.59 -2.44 -3.48
H -0.15 0.97 4.09
H -1.62 -6.60 3.17
C -5.27 -1.48 3.62
F -2.19 4.60 2.15
H -0.82 -5.64 5.25
H -5.85 -2.13 2.96
H -3.43 1.41 1.10
H -4.55 0.58 5.42
H -4.50 5.57 0.33
H 7.32 -0.21 -1.09
C 2.77 1.04 -3.06
H 5.40 -4.48 -1.77
H 8.50 -1.84 -5.24
H 4.05 2.09 -1.26
H -1.10 -5.17 2.26
H -2.05 2.53 -3.67
C 8.55 -1.63 -2.44
H 0.46 -2.67 -3.20
C 1.07 -0.16 -4.96
H 5.74 -1.67 -2.51
C 5.35 -2.21 -1.54
H 2.09 -4.58 -4.42
C 4.57 -3.64 -1.84
Br 4.44 0.68 -4.13
C -6.27 4.40 0.00
H 8.19 -2.72 -2.75
H -6.18 7.01 -1.39
C -2.01 3.10 2.00
N -1.93 1.59 -4.11
H 6.38 -2.25 0.58
H -0.51 -2.95 3.87
C 0.93 1.22 3.72
C -6.31 6.63 0.74
H 7.03 -0.57 -5.35
H -4.16 -0.78 1.89
H 9.74 -1.59 -2.33
C -0.73 2.73 0.99
C 0.17 1.77 -1.09
H -1.91 2.56 3.05
H 3.76 -3.84 -1.02
C 0.77 3.10 1.49
O -2.44 -3.57 4.18
C 0.99 3.80 2.98
H 0.46 -5.15 4.12
C -6.87 6.55 -0.66
H -4.38 2.95 1.78
C -0.02 1.01 -2.55
H -5.65 3.65 -0.48
H 0.06 4.41 3.35
C -3.41 2.60 1.22
O -3.69 0.29 3.58
C 2.35 -3.93 -3.48
C 1.68 2.17 -0.62
H -7.84 7.03 -0.76
C 1.74 -1.67 -4.94
H -3.38 -4.58 2.64
C 6.68 -2.39 -0.56
H -5.02 1.76 4.18
C -4.00 -0.97 2.96
H 2.87 -1.53 -5.28



[4]
123
Properties=species:S:1:pos:R:3 method="wB97M-V/def2-TZVPD" relative_energy_kj_mol=0.00 e_tot_ha=-4289.79370 multiplicity=1 total_charge=0 homo_energy_ev=-9.502 lumo_ev=0.439 smiles="COP(=O)(OC)OC.COP(=O)(OC)OC.COP(=O)(OC)OC.COP(=O)(OC)OC.c1ccncc1.c1ccncc1.c1ccncc1.c1ccncc1.c1ccncc1" gap_ev=9.942
O -4.02 3.95 -2.22
H -1.62 -4.48 6.75
H 1.59 2.61 2.95
C -4.13 -0.41 3.88
C 0.29 -0.98 -3.28
N -0.46 -0.61 -4.34
C -0.28 0.66 0.59
C 4.92 -3.12 -2.76
C -3.49 -0.28 2.69
O -1.55 3.07 -1.75
P 5.90 -0.87 -2.20
O -1.53 -5.96 -0.73
H -4.14 4.76 3.94
H 5.67 0.75 -4.73
H 6.63 0.42 0.16
C 2.36 -0.51 -4.33
H 2.61 -1.72 0.05
C 6.15 1.17 -3.91
C 1.64 -0.17 -5.49
N -0.45 -0.55 1.02
H -1.12 4.07 0.72
H -6.96 -1.64 3.16
P -2.95 3.75 -1.29
C -4.08 -0.77 1.54
H -1.80 -2.93 -3.76
C 2.61 4.17 -5.79
H -5.18 1.67 -0.28
H -1.71 -2.56 1.36
C 0.23 -0.20 -5.40
O -2.39 -3.71 -0.15
H 1.03 2.34 4.61
H 2.57 4.57 -6.86
C 0.90 1.19 0.09
P -1.54 3.00 4.33
H -1.96 -7.29 -2.34
H 8.26 -0.03 0.03
C -5.38 -1.31 1.72
H -1.21 5.72 1.02
H 6.97 1.82 -4.31
C -0.55 -2.12 4.43
C -4.75 2.52 0.31
H 0.77 1.12 3.32
O -0.14 -3.94 -1.31
C -1.22 5.02 0.21
H -3.60 -3.25 -3.63
C -2.64 -3.19 -3.11
H -0.20 -6.89 -2.07
H -2.51 -4.03 1.91
H 2.19 0.05 -6.36
C 0.75 -2.05 4.88
H 0.57 3.03 -3.44
H -0.66 1.88 6.70
C -5.96 -1.31 2.97
C 1.09 -2.75 6.04
H 2.76 2.68 -2.36
N 3.81 3.73 -3.82
H -5.89 -1.76 0.85
C -4.08 3.65 4.01
O -3.36 2.70 -0.09
H 5.43 1.75 -3.38
C 1.72 -0.93 -3.21
H -2.54 0.22 2.73
H -3.65 -0.78 0.54
H -0.93 -1.62 3.53
H 2.26 -1.24 -2.35
H -3.55 -0.10 4.76
O -2.42 5.10 -0.59
O -2.42 -4.48 -2.49
C -1.65 1.83 -2.48
O 4.60 -0.36 -1.78
P -1.51 -4.46 -1.23
C -1.79 -3.63 1.20
H 3.89 -2.92 -3.27
O -2.81 3.20 3.42
H -5.32 3.46 0.19
H 2.87 0.79 -0.53
N 0.22 -3.56 6.68
H -0.17 -1.35 -2.37
H 0.52 3.87 -5.75
H 1.48 -1.55 4.26
H -2.47 1.22 -2.08
H -4.16 3.38 5.04
H -0.76 1.30 -2.24
C 0.79 2.20 3.56
C 2.01 0.37 -0.12
O 6.76 0.15 -3.06
H -2.82 -2.38 -2.38
H -1.07 -7.96 -0.91
H -0.76 -4.09 1.21
H -0.30 0.42 5.87
H -1.21 1.24 0.58
H -4.67 2.23 1.35
C -1.41 -2.96 5.10
H -1.90 0.63 6.73
H -2.35 -3.14 4.60
O -1.74 1.55 4.85
C 0.63 -1.32 0.84
H 4.69 4.53 -5.40
H 3.44 -0.45 -4.26
O -0.47 2.79 3.18
H 0.88 2.20 -0.35
O -1.20 3.93 5.39
C -1.12 1.08 6.12
N -5.40 -0.88 4.04
H -1.66 1.99 -3.59
C 2.64 3.27 -3.26
C 7.25 -0.46 0.03
H 7.21 -0.99 0.99
C 1.85 -0.96 0.28
H -0.37 0.02 -6.31
H 0.45 -2.34 1.17
H 2.14 -2.79 6.43
H -0.35 5.12 -0.40
H 4.76 -3.14 -1.69
H -4.86 3.24 3.40
C -0.98 -3.72 6.23
C 1.45 3.37 -3.86
C -1.17 -7.11 -1.58
H 5.32 -4.07 -3.02
O 5.79 -2.11 -3.18
C 1.43 3.81 -5.21
O 6.96 -1.34 -1.08
C 3.77 4.24 -5.03



Look up the multiplicity of the third one. 1



Repeat the third record exactly.
107
Properties=species:S:1:pos:R:3 method="wB97M-V/def2-TZVPD" e_tot_ha=-4584.66668 multiplicity=1 total_charge=0 homo_energy_ev=-7.498 lumo_ev=-1.253 smiles="C=CCc1nc2cc(Br)c(CCCCCCCCCCOC)c(CN)c2nc1[C@H](C)F.C1CCOC1.C1CCOC1.C1CCOC1" gap_ev=6.244
H 1.55 0.41 -5.88
C -1.05 -3.63 4.53
H -5.01 -2.04 4.52
C -4.81 0.70 4.36
H 1.99 -4.47 -2.47
H -5.27 5.05 1.84
C -5.46 5.39 0.82
C 7.83 -1.27 -0.97
H -6.70 -0.31 4.79
H 8.66 -1.18 -0.13
C 3.98 -3.58 -3.37
H 2.20 2.82 4.92
C 1.47 2.60 4.00
C 1.25 0.64 -3.53
C 2.96 1.79 -1.62
H -5.76 7.56 0.93
H -3.47 3.10 0.14
O 8.10 -0.67 -3.46
H 1.54 0.38 3.14
H -7.13 6.57 1.47
H -6.48 0.21 3.10
H -2.32 0.59 -2.12
N 2.01 2.84 0.68
H 4.16 -2.49 -3.80
H -1.50 -0.50 -3.45
H -0.92 -3.28 5.56
C -2.79 -4.80 3.53
H 4.61 -1.45 -1.01
H -3.16 -1.66 3.07
N -1.08 2.06 -0.31
H 7.20 -3.45 -0.70
H -1.19 1.60 -4.86
H 6.83 -2.23 -4.41
H 1.93 4.53 2.88
C -0.61 -5.06 4.34
H 2.10 -1.85 -2.58
C 7.58 -1.35 -4.66
H -3.41 -5.38 4.23
H -7.02 3.89 0.62
H -0.06 -0.31 -5.22
C -1.56 0.59 -3.03
O -6.98 5.16 -0.99
H 4.58 -4.30 -4.11
H 1.19 -2.35 -5.73
C -5.97 -0.20 3.98
C -1.50 -5.52 3.22
C 1.59 -2.44 -3.48
H -0.15 0.97 4.09
H -1.62 -6.60 3.17
C -5.27 -1.48 3.62
F -2.19 4.60 2.15
H -0.82 -5.64 5.25
H -5.85 -2.13 2.96
H -3.43 1.41 1.10
H -4.55 0.58 5.42
H -4.50 5.57 0.33
H 7.32 -0.21 -1.09
C 2.77 1.04 -3.06
H 5.40 -4.48 -1.77
H 8.50 -1.84 -5.24
H 4.05 2.09 -1.26
H -1.10 -5.17 2.26
H -2.05 2.53 -3.67
C 8.55 -1.63 -2.44
H 0.46 -2.67 -3.20
C 1.07 -0.16 -4.96
H 5.74 -1.67 -2.51
C 5.35 -2.21 -1.54
H 2.09 -4.58 -4.42
C 4.57 -3.64 -1.84
Br 4.44 0.68 -4.13
C -6.27 4.40 0.00
H 8.19 -2.72 -2.75
H -6.18 7.01 -1.39
C -2.01 3.10 2.00
N -1.93 1.59 -4.11
H 6.38 -2.25 0.58
H -0.51 -2.95 3.87
C 0.93 1.22 3.72
C -6.31 6.63 0.74
H 7.03 -0.57 -5.35
H -4.16 -0.78 1.89
H 9.74 -1.59 -2.33
C -0.73 2.73 0.99
C 0.17 1.77 -1.09
H -1.91 2.56 3.05
H 3.76 -3.84 -1.02
C 0.77 3.10 1.49
O -2.44 -3.57 4.18
C 0.99 3.80 2.98
H 0.46 -5.15 4.12
C -6.87 6.55 -0.66
H -4.38 2.95 1.78
C -0.02 1.01 -2.55
H -5.65 3.65 -0.48
H 0.06 4.41 3.35
C -3.41 2.60 1.22
O -3.69 0.29 3.58
C 2.35 -3.93 -3.48
C 1.68 2.17 -0.62
H -7.84 7.03 -0.76
C 1.74 -1.67 -4.94
H -3.38 -4.58 2.64
C 6.68 -2.39 -0.56
H -5.02 1.76 4.18
C -4.00 -0.97 2.96
H 2.87 -1.53 -5.28



What is the multiplicity in the fourth record? 1



Look up the multiplicity of the third one. 1